The following is a quantum chemistry calculation of a molecular structure, C35H29IrN5O2P in a non-equilibrium geometry, from the OMol25 dataset.

Values from the calculation:
- Calculated total energy: -60413.9642 eV
- M: 774.84 Da
- LUMO energy (alpha / beta): -10.0 / -12.5 eV
- Kohn-Sham gap (alpha / beta): 0.2314 / 0.1405 Eh

Structure (ORCA input):
```
! wB97M-V def2-TZVPD RIJCOSX def2/J DEFGRID3
* xyz 3 2
Ir 0.721 -1.517 0.031
C 3.723 -0.933 1.239
N 3.118 -1.314 -0.049
C 3.528 -0.515 -1.217
C 2.524 -0.730 -2.307
N 1.317 -1.191 -2.056
C 0.645 -1.243 -3.257
C -0.643 -1.697 -3.582
C -1.028 -1.648 -4.944
C -0.176 -1.175 -5.925
C 1.115 -0.730 -5.608
C 1.501 -0.784 -4.256
N 2.681 -0.469 -3.618
C 2.712 -1.149 2.318
N 1.486 -1.565 2.054
C 0.795 -1.604 3.260
C -0.504 -2.000 3.564
C -0.903 -1.887 4.882
C -0.042 -1.396 5.872
C 1.264 -1.037 5.587
C 1.667 -1.167 4.267
N 2.873 -0.901 3.623
H 4.002 0.123 1.215
H 4.633 -1.502 1.447
H 3.319 -2.295 -0.235
H 4.535 -0.761 -1.568
H 3.519 0.542 -0.938
H -1.313 -2.109 -2.828
H -2.008 -2.011 -5.225
H -0.505 -1.166 -6.955
H 1.791 -0.372 -6.377
H 3.516 -0.122 -4.075
H -1.152 -2.413 2.801
H -1.898 -2.200 5.164
H -0.401 -1.309 6.888
H 1.932 -0.681 6.360
H 3.719 -0.604 4.088
O -2.702 -2.235 -1.440
C -2.201 -2.106 -0.343
O -1.093 -2.560 0.141
C -2.916 -1.174 0.669
C -4.086 -1.560 1.288
C -4.696 -0.661 2.163
C -4.125 0.582 2.401
C -2.937 0.950 1.796
C -2.322 0.061 0.904
P -0.744 0.476 0.130
C -0.110 1.955 0.948
C 0.899 1.818 1.901
C 1.448 2.939 2.501
C 0.988 4.201 2.149
C -0.035 4.337 1.217
C -0.585 3.223 0.606
C -1.020 0.965 -1.589
C 0.008 1.711 -2.181
C -0.127 2.172 -3.482
C -1.263 1.848 -4.217
C -2.258 1.065 -3.648
C -2.144 0.613 -2.335
H -4.536 -2.523 1.095
H -5.620 -0.946 2.648
H -4.612 1.280 3.070
H -2.483 1.910 1.998
H 1.241 0.825 2.163
H 2.232 2.829 3.239
H 1.434 5.080 2.595
H -0.407 5.321 0.965
H -1.377 3.342 -0.123
H 0.891 1.956 -1.603
H 0.646 2.797 -3.910
H -1.367 2.205 -5.233
H -3.145 0.816 -4.216
H -2.940 0.018 -1.906
*
```

Results of the Mulliken charge analysis, in e, for atoms 1 through 5: 1.80, -0.84, -0.58, -0.78, 0.00

=====

The following is a quantum chemistry calculation of a molecular structure, C35H29N9OReS2, from the OMol25 dataset.

Values from the calculation:
- Calculated total energy: -76012.8069 eV
- M: 842.02 Da
- LUMO energy (alpha / beta): -6.4 / -6.0 eV
- Kohn-Sham gap (alpha / beta): 0.2332 / 0.2482 Eh
- Relative energy (zero: lowest compared OMol25 entry of this formula, charge and spin): 67.86 kJ/mol

Structure (ORCA input):
```
! wB97M-V def2-TZVPD RIJCOSX def2/J DEFGRID3
* xyz 2 2
Re 0.276 -0.799 -0.268
C 4.072 3.207 -4.609
C 3.226 2.685 -3.486
C 2.267 3.479 -2.860
C 1.462 2.974 -1.861
C 1.567 1.646 -1.424
N 0.614 1.081 -0.561
C -0.376 1.914 0.034
C -1.281 2.663 -0.716
C -2.248 3.432 -0.093
C -2.373 3.456 1.295
C -3.416 4.293 1.973
C -1.513 2.657 2.040
C -0.526 1.906 1.419
N 0.319 1.090 2.207
C 0.763 1.312 3.458
C 1.487 0.212 3.850
C 1.435 -0.651 2.759
N 0.732 -0.120 1.764
C 2.637 0.904 -1.946
C 3.407 1.403 -2.993
N 3.100 -0.293 -1.326
C 4.376 -0.733 -1.314
C 4.470 -1.764 -0.410
C 3.193 -1.875 0.128
N 2.367 -0.986 -0.423
H 3.632 4.099 -5.051
H 4.186 2.460 -5.393
H 5.068 3.470 -4.252
H 2.138 4.507 -3.169
H 0.729 3.623 -1.410
H -1.220 2.642 -1.797
H -2.925 4.019 -0.699
H -4.078 4.759 1.248
H -2.953 5.084 2.561
H -4.022 3.692 2.650
H -1.624 2.602 3.115
H 0.561 2.243 3.957
H 1.992 0.064 4.785
H 1.874 -1.625 2.649
H 4.172 0.778 -3.430
H 5.136 -0.249 -1.897
H 5.347 -2.328 -0.156
H 2.823 -2.567 0.862
N -0.580 -4.400 2.220
C -1.284 -3.493 2.999
C -1.960 -3.651 4.203
C -2.580 -2.530 4.708
C -2.540 -1.303 4.027
C -1.872 -1.156 2.830
C -1.220 -2.278 2.315
N -0.474 -2.460 1.141
C -0.128 -3.739 1.143
C 0.599 -4.302 0.020
C 1.004 -5.574 -0.259
S 1.771 -5.596 -1.782
C 1.496 -3.924 -1.944
N 0.877 -3.375 -0.940
H -0.458 -5.381 2.409
H -2.003 -4.600 4.717
H -3.117 -2.598 5.643
H -3.061 -0.456 4.452
H -1.879 -0.220 2.295
H 0.891 -6.470 0.324
H 1.812 -3.381 -2.820
O -1.756 -0.595 -0.208
N -2.388 -0.246 -1.347
C -3.651 0.208 -1.209
C -4.377 0.551 -2.315
C -3.789 0.420 -3.578
C -2.502 -0.052 -3.684
C -1.782 -0.398 -2.537
S -0.182 -1.066 -2.547
H -3.995 0.267 -0.188
H -5.386 0.914 -2.192
H -4.341 0.689 -4.466
H -2.019 -0.171 -4.643
*
```

Results of the Mulliken charge analysis, in e, for atoms 1 through 5: 2.57, -1.57, 0.30, -1.28, -1.03

=====

The following is a quantum chemistry calculation of a molecular structure, C35H29N9OReS2 in a non-equilibrium geometry, from the OMol25 dataset.

Values from the calculation:
- Calculated total energy: -76012.7763 eV
- M: 842.02 Da
- LUMO energy (alpha / beta): -5.5 / -6.2 eV
- Kohn-Sham gap (alpha / beta): 0.2464 / 0.2204 Eh
- Relative energy (zero: lowest compared OMol25 entry of this formula, charge and spin): 70.82 kJ/mol

Structure (ORCA input):
```
! wB97M-V def2-TZVPD RIJCOSX def2/J DEFGRID3
* xyz 2 2
Re -0.433 0.027 -1.054
C 4.252 -1.706 3.409
C 2.917 -1.391 2.798
C 1.947 -2.385 2.643
C 0.732 -2.113 2.038
C 0.444 -0.829 1.582
N -0.743 -0.489 0.885
C -1.906 -0.665 1.633
C -1.863 -0.618 3.041
C -2.992 -0.725 3.818
C -4.257 -0.857 3.242
C -5.503 -0.901 4.074
C -4.323 -0.895 1.857
C -3.181 -0.822 1.066
N -3.370 -0.953 -0.346
C -4.472 -1.417 -0.970
C -4.316 -1.229 -2.325
C -3.068 -0.634 -2.455
N -2.496 -0.471 -1.258
C 1.404 0.165 1.756
C 2.631 -0.109 2.342
N 1.091 1.478 1.322
C 1.459 2.632 1.911
C 0.987 3.667 1.141
C 0.332 3.045 0.079
N 0.400 1.722 0.177
H 4.191 -2.570 4.068
H 4.636 -0.868 3.990
H 4.988 -1.929 2.634
H 2.150 -3.385 3.005
H -0.019 -2.887 1.927
H -0.914 -0.465 3.531
H -2.896 -0.677 4.895
H -5.307 -1.342 5.050
H -6.284 -1.485 3.590
H -5.894 0.105 4.239
H -5.296 -0.955 1.393
H -5.280 -1.850 -0.411
H -5.014 -1.484 -3.102
H -2.527 -0.332 -3.336
H 3.372 0.677 2.421
H 1.983 2.619 2.850
H 1.083 4.719 1.332
H -0.184 3.496 -0.745
N 3.394 -1.802 -0.888
C 3.965 -0.540 -0.905
C 5.296 -0.144 -0.851
C 5.532 1.211 -0.934
C 4.481 2.131 -1.084
C 3.163 1.730 -1.134
C 2.904 0.364 -1.016
N 1.708 -0.363 -1.024
C 2.065 -1.634 -0.977
C 1.033 -2.640 -1.115
C 1.072 -3.997 -1.184
S -0.495 -4.603 -1.455
C -1.126 -3.038 -1.459
N -0.229 -2.096 -1.268
H 3.880 -2.681 -0.835
H 6.106 -0.854 -0.766
H 6.550 1.574 -0.903
H 4.715 3.183 -1.175
H 2.372 2.448 -1.273
H 1.920 -4.655 -1.103
H -2.172 -2.832 -1.613
O -1.372 1.729 -1.543
N -1.271 2.311 -2.767
C -1.901 3.501 -2.896
C -1.865 4.151 -4.096
C -1.182 3.560 -5.167
C -0.568 2.343 -5.006
C -0.616 1.687 -3.766
S 0.125 0.176 -3.404
H -2.403 3.845 -2.004
H -2.365 5.103 -4.192
H -1.140 4.060 -6.125
H -0.036 1.860 -5.811
*
```

Results of the Mulliken charge analysis, in e, for atoms 1 through 5: 0.66, -1.53, 0.46, -1.18, -0.69

=====

The following is a quantum chemistry calculation of a molecular structure, C35H30ClN3NiO6Te, from the OMol25 dataset.

Values from the calculation:
- Calculated total energy: -114398.4878 eV
- M: 810.39 Da
- LUMO energy (alpha / beta): 3.6 / 3.6 eV
- Kohn-Sham gap (alpha / beta): 0.2025 / 0.2130 Eh
- Relative energy (zero: lowest compared OMol25 entry of this formula, charge and spin): 14.78 kJ/mol

Structure (ORCA input):
```
! wB97M-V def2-TZVPD RIJCOSX def2/J DEFGRID3
* xyz -2 3
Ni 1.495 0.902 -0.666
O 2.038 1.018 3.343
C 2.044 1.090 2.111
O 1.072 0.769 1.343
C 3.344 1.547 1.361
O 4.341 1.873 2.005
O 3.246 1.515 0.086
C -6.004 1.592 -1.889
C -4.538 1.650 -1.542
C -3.875 2.855 -1.356
C -2.529 2.924 -1.035
C -1.959 4.276 -0.833
O -2.457 5.256 -1.377
C -0.799 4.488 0.098
C 0.061 5.551 -0.158
C 1.146 5.791 0.671
C 1.364 4.982 1.780
C 0.491 3.939 2.060
C -0.580 3.689 1.216
C -1.712 1.730 -0.981
O -0.466 1.816 -0.925
C -2.442 0.473 -1.036
C -3.800 0.488 -1.343
C -1.796 -0.808 -0.696
N -0.543 -0.940 -0.480
C -0.056 -2.216 0.046
C -0.156 -2.224 1.567
Te 0.779 -3.927 2.449
C 2.707 -3.074 2.481
C 3.801 -3.797 2.014
C 5.065 -3.220 2.010
C 5.231 -1.906 2.430
C 4.138 -1.176 2.878
C 2.881 -1.768 2.924
C -2.742 -1.980 -0.552
C -3.502 -2.146 0.601
C -4.361 -3.228 0.733
C -4.479 -4.154 -0.295
C -3.735 -3.988 -1.455
C -2.872 -2.908 -1.580
H -6.413 2.598 -1.993
H -6.591 1.077 -1.121
H -6.181 1.067 -2.833
H -4.412 3.794 -1.453
H -0.125 6.166 -1.029
H 1.836 6.594 0.441
H 2.229 5.142 2.411
H 0.674 3.281 2.901
H -1.217 2.837 1.411
H -4.326 -0.457 -1.423
H 0.991 -2.315 -0.237
H -0.585 -3.088 -0.354
H -1.194 -2.255 1.900
H 0.289 -1.323 1.990
H 3.662 -4.800 1.627
H 5.912 -3.786 1.637
H 6.207 -1.438 2.380
H 4.226 -0.130 3.142
H 2.044 -1.169 3.262
H -3.426 -1.408 1.391
H -4.942 -3.346 1.639
H -5.149 -4.999 -0.193
H -3.824 -4.703 -2.264
H -2.288 -2.775 -2.483
Cl 0.967 1.076 -3.979
C 1.887 1.808 -2.471
H 1.545 2.843 -2.521
H 2.925 1.763 -2.809
N 1.950 -1.505 -2.461
C 2.590 -2.668 -2.668
C 3.487 -2.823 -1.634
C 3.324 -1.668 -0.845
N 2.399 -0.883 -1.371
H 1.344 -0.964 -3.078
H 2.367 -3.283 -3.524
H 4.152 -3.651 -1.457
H 3.822 -1.365 0.062
*
```

Results of the Mulliken charge analysis, in e, for atoms 1 through 5: 1.80, -0.82, 0.86, -0.76, 0.56

=====

The following is a quantum chemistry calculation of 2 unconnected molecules or ions with the total composition C35H30F5N3O5S in a non-equilibrium geometry, from the OMol25 dataset.

Values from the calculation:
- Calculated total energy: -75905.5450 eV
- M: 699.70 Da
- LUMO energy: -2.7 eV
- Kohn-Sham gap: 0.1294 Eh

Structure (ORCA input):
```
! wB97M-V def2-TZVPD RIJCOSX def2/J DEFGRID3
* xyz 0 1
C -0.748 -4.663 4.878
N -0.684 -4.454 3.450
C -1.803 -4.320 2.680
O -2.960 -4.442 3.074
C -1.332 -4.044 1.244
C -1.793 -2.698 0.705
C -3.289 -2.654 0.631
C -4.035 -1.888 1.527
F -3.382 -1.119 2.441
C -5.426 -1.954 1.574
F -6.116 -1.238 2.486
C -6.099 -2.792 0.682
F -7.439 -2.895 0.744
C -5.380 -3.525 -0.265
F -6.031 -4.335 -1.122
C -3.992 -3.442 -0.281
F -3.299 -4.216 -1.161
N 0.124 -4.179 1.365
C 0.930 -3.981 0.302
C 2.319 -3.968 0.343
C 3.124 -3.909 -0.792
C 4.551 -4.079 -0.740
C 5.240 -4.404 -1.929
C 6.623 -4.545 -1.955
C 7.349 -4.533 -0.758
C 6.680 -4.263 0.449
C 5.317 -3.968 0.459
C 0.586 -4.317 2.755
C 1.318 -3.053 3.237
C 1.445 -5.572 2.999
H -1.790 -4.590 5.204
H -0.345 -5.654 5.135
H -0.136 -3.903 5.384
H -1.736 -4.840 0.591
H -1.431 -1.890 1.357
H -1.378 -2.564 -0.303
H 0.427 -3.837 -0.658
H 2.799 -4.051 1.320
H 2.649 -3.842 -1.773
H 4.648 -4.526 -2.833
H 7.133 -4.652 -2.912
H 8.422 -4.733 -0.778
H 7.229 -4.278 1.392
H 4.815 -3.660 1.380
H 0.643 -2.187 3.163
H 1.620 -3.200 4.281
H 2.210 -2.863 2.634
H 0.816 -6.471 2.918
H 2.260 -5.649 2.274
H 1.873 -5.508 4.009
C 7.524 -0.693 -5.525
C 6.475 -0.496 -6.431
C 5.269 -1.190 -6.298
C 5.126 -2.106 -5.250
S 3.687 -3.201 -5.204
C 2.608 -2.646 -3.957
C 1.229 -2.508 -4.234
C 0.465 -1.487 -3.562
C -0.846 -1.223 -3.908
C -1.508 -2.056 -4.844
N -2.916 -2.007 -5.020
O -3.432 -2.823 -5.824
O -3.583 -1.168 -4.373
C -0.779 -3.067 -5.512
C 0.537 -3.315 -5.201
O 3.172 -3.015 -6.541
O 4.177 -4.516 -4.823
C 6.153 -2.264 -4.325
C 7.355 -1.572 -4.450
H 8.470 -0.170 -5.664
H 6.583 0.193 -7.267
H 4.462 -1.047 -7.016
H 3.087 -2.040 -3.178
H 0.982 -0.878 -2.812
H -1.394 -0.387 -3.472
H -1.278 -3.657 -6.274
H 1.057 -4.124 -5.710
H 6.007 -2.954 -3.505
H 8.142 -1.740 -3.713
*
```

Results of the Mulliken charge analysis, in e, for atoms 1 through 5: -0.94, 0.29, 0.23, -0.70, -0.13

=====

The following is a quantum chemistry calculation of 2 unconnected molecules or ions with the total composition C35H30F6N2O5S2 in a non-equilibrium geometry, from the OMol25 dataset.

Values from the calculation:
- Calculated total energy: -87969.6738 eV
- M: 736.76 Da
- LUMO energy: -2.0 eV
- Kohn-Sham gap: 0.1913 Eh
- Relative energy (zero: lowest compared OMol25 entry of this formula, charge and spin): 0.00 kJ/mol

Structure (ORCA input):
```
! wB97M-V def2-TZVPD RIJCOSX def2/J DEFGRID3
* xyz 0 1
C 2.161 -5.875 1.873
N 1.933 -4.464 1.613
C 2.954 -3.557 1.668
O 4.105 -3.813 2.012
C 2.376 -2.191 1.290
C 2.986 -1.612 0.029
C 4.451 -1.386 0.210
C 5.400 -2.208 -0.398
F 4.979 -3.207 -1.217
C 6.760 -2.084 -0.137
F 7.651 -2.923 -0.705
C 7.193 -1.096 0.751
F 8.500 -0.991 1.055
C 6.268 -0.241 1.354
F 6.686 0.708 2.217
C 4.916 -0.405 1.082
F 4.011 0.388 1.730
N 0.945 -2.469 1.187
C 0.120 -1.457 0.832
C -1.227 -1.587 0.523
C -2.054 -0.512 0.187
C -3.489 -0.606 0.259
C -4.380 0.500 0.136
C -5.765 0.331 0.105
C -6.336 -0.937 0.250
C -5.494 -2.042 0.444
C -4.105 -1.877 0.475
C 0.625 -3.916 1.248
C 0.175 -4.487 -0.108
C -0.424 -4.261 2.316
H 3.234 -6.032 2.004
H 1.647 -6.202 2.787
H 1.800 -6.480 1.032
H 2.576 -1.497 2.119
H 2.840 -2.313 -0.800
H 2.477 -0.670 -0.209
H 0.585 -0.464 0.825
H -1.640 -2.597 0.573
H -1.568 0.433 -0.130
H -3.967 1.490 0.077
H -6.411 1.199 -0.045
H -7.420 -1.079 0.194
H -5.902 -3.046 0.551
H -3.476 -2.754 0.619
H 0.948 -4.317 -0.868
H 0.005 -5.568 -0.004
H -0.755 -4.019 -0.440
H -0.033 -4.017 3.312
H -1.352 -3.705 2.154
H -0.642 -5.337 2.268
F -2.693 3.003 -0.194
C -1.865 2.178 -0.903
S -2.555 1.926 -2.606
C -2.602 3.491 -3.505
C -1.568 3.813 -4.384
C -1.631 4.992 -5.130
C -2.714 5.862 -4.967
C -3.749 5.536 -4.080
C -3.705 4.334 -3.364
O -1.559 1.111 -3.280
O -3.932 1.500 -2.478
S -0.236 2.975 -1.042
C 0.261 3.476 0.615
C -0.287 4.639 1.159
C -0.032 4.940 2.501
C 0.788 4.102 3.259
C 1.475 3.046 2.654
C 1.233 2.747 1.310
O 0.753 2.029 -1.508
O -0.456 4.249 -1.711
H -0.711 3.151 -4.485
H -0.824 5.220 -5.829
H -2.742 6.804 -5.522
H -4.586 6.218 -3.927
H -4.494 4.069 -2.663
H -0.893 5.291 0.530
H -0.476 5.837 2.931
H 0.925 4.294 4.324
H 2.209 2.457 3.207
H 1.795 1.968 0.791
*
```

Results of the Mulliken charge analysis, in e, for atoms 1 through 5: -0.97, 0.30, 0.14, -0.71, 0.02